Run A
Density functional theory data (wB97M-V/def2-TZVPD) for an isolated ion of composition CH2BrN2O3 and charge +1.

Cartesian coordinates (Å):
O -2.8446 -0.7824 -2.3881
N -2.0848 -0.6036 -1.5466
C -1.2679 -0.5394 -0.7004
N -0.3784 0.0988 0.1912
O 0.8676 -0.3484 0.2718
O -0.4646 1.5379 -0.3116
Br 0.6609 3.2071 0.1360
H -0.7166 0.2019 1.1709
H 1.3710 -0.2829 -0.4791

Charge: +1
Structure (SMILES): [O-][N+]#C[N@@H+](O)OBr
HOMO-LUMO gap (alpha / beta) in eV: 7.94 / 7.94

---

Run B
Density functional theory data (wB97M-V/def2-TZVPD) for CH2BrN2O3 as an isolated structure.

Cartesian coordinates (Å):
C 0.5450 0.1659 -0.9009
N 0.4198 0.8779 0.2335
N -0.7448 0.4073 0.9809
O 1.5843 1.1119 0.7987
O 0.4661 0.1901 -2.0387
O -1.3742 -0.4233 0.0712
Br 1.3532 -2.1114 -0.2903
H -0.3767 -0.1157 1.8434
H -1.8727 -0.1027 -0.6978

Charge: +1
HOMO-LUMO gap (alpha / beta) in eV: 8.02 / 6.39

---

The structure with the least stability is run A.

---

Run A
Density functional theory data (wB97M-V/def2-TZVPD) for a single C5H6 molecule.

Cartesian coordinates (Å):
C 1.8115 -0.4192 -0.4953
C 1.1115 0.2250 0.4189
C -0.5979 0.6854 0.0498
C -1.7202 -0.0186 0.7565
C -1.4563 -0.4857 -0.4170
H 2.7555 -0.5755 -0.1413
H 1.3450 -0.7504 -1.5196
H 1.5389 0.6794 1.3115
H -0.7051 1.7106 -0.4870
H -2.4020 0.0430 1.6877
H -1.6808 -1.0940 -1.1643

Charge: 0
Structure (SMILES): C=CC1C=C1
HOMO-LUMO gap in eV: 10.42

---

Run B
Density functional theory data (wB97M-V/def2-TZVPD) for a 2-piece molecular cluster, C5H6 overall.

Cartesian coordinates (Å):
C -1.6713 1.1694 2.6307
C -0.5002 1.2215 2.3150
C 0.7584 1.2909 1.8022
C 1.8849 1.4901 1.4500
H -2.7351 1.2178 3.0032
H 2.8976 1.4065 1.0186
C 0.1299 -0.8659 -1.1361
H 0.7318 -0.9188 -0.1027
H -0.8505 -0.3648 -0.9203
H -0.0587 -1.8697 -1.5634
H 0.5617 -0.1584 -1.9886

Charge: 0
Structure (SMILES): C#CC#C.C
HOMO-LUMO gap in eV: 10.73

---

The structure with the least stability is run A.

---

Run A
Density functional theory data (wB97M-V/def2-TZVPD) for a single C20H22N2O5S molecule.

Cartesian coordinates (Å):
C 4.0569 1.7837 -1.7409
C 2.8693 2.5677 -1.9964
C 1.6651 2.0376 -1.3299
C 1.4973 1.9685 0.0651
O 0.1370 1.6970 0.9145
C -0.9123 2.2941 0.5527
O -1.1276 3.2522 0.0595
C -2.0547 1.5310 0.8391
C -1.6328 -0.1062 1.1656
S -3.1208 -0.8780 1.7889
C -4.2110 -0.9155 0.3307
C -5.5816 -0.9520 0.4328
C -6.3280 -0.6179 -0.6396
C -5.8118 -0.5327 -2.0372
C -4.3942 -0.4292 -2.0967
C -3.5564 -0.7559 -0.8623
N -2.2875 -0.8509 -0.9915
C -1.2397 -0.8651 -0.1613
O -0.0499 -0.7839 -0.4262
C 2.5370 1.3013 0.9983
O 3.4299 1.8290 1.6523
N 2.3896 0.0820 0.8123
C 3.4091 -0.9004 1.5116
C 4.0044 -1.4565 0.4869
C 5.0494 -1.2861 -0.4067
C 5.3400 -2.6770 -1.2780
C 4.3356 -3.2701 -0.8150
O 3.5399 -2.8757 0.0044
H 3.9900 0.5979 -2.0749
H 4.3779 1.9057 -0.9013
H 4.6541 2.2726 -2.4064
H 3.0147 3.5263 -1.6264
H 2.5688 2.5431 -3.0159
H 0.6556 2.3770 -1.7294
H 1.3607 0.9378 -1.5910
H 1.4863 3.2084 0.3695
H -3.0317 1.4887 0.4884
H -2.3196 1.6054 2.1068
H -1.0698 -0.2227 2.1537
H -5.9649 -0.9349 1.2640
H -7.4333 -0.6210 -0.2860
H -6.4177 -0.3264 -2.7667
H -4.0636 -0.3061 -2.9241
H -1.8015 -1.1456 -1.8675
H 1.5509 -0.3107 0.3693
H 4.1996 -0.1374 2.0018
H 2.8244 -1.4832 2.3265
H 5.7248 -0.5566 -0.1793
H 6.1129 -2.7917 -1.8554
H 3.9797 -4.3541 -1.1134

Charge: 0
Structure (SMILES): CCC[C@@H](OC(=O)C[C@H]1Sc2ccccc2NC1=O)C(=O)NCc1ccco1
HOMO-LUMO gap in eV: 8.47

---

Run B
Density functional theory data (wB97M-V/def2-TZVPD) for a single C20H22N2O5S molecule.

Cartesian coordinates (Å):
C -2.4245 3.3745 4.9848
C -1.4730 2.8873 3.9998
C -0.1591 3.3099 4.0007
C 0.8119 2.8407 3.1122
C 0.4898 1.9037 2.1762
S 1.7406 1.3756 0.9240
O 3.0418 1.3736 1.6034
O 1.7512 2.2772 -0.2475
C 1.2937 -0.3173 0.4042
C 1.3875 -1.3073 1.3845
C 1.4972 -1.1894 2.8886
N 0.6535 -2.2886 0.9800
N 0.2260 -2.1553 -0.3465
C -0.2973 -3.2030 -1.2542
C -1.3952 -3.8805 -0.5306
C -0.8721 -2.7911 -2.6527
C 0.9489 -4.1967 -1.5914
C 0.6758 -0.7832 -0.6928
O 0.3404 -0.0169 -1.7142
C 1.1677 0.5049 -2.5999
O 2.3759 0.3434 -2.6938
C 0.4500 1.0730 -3.8513
C 1.0676 1.9043 -4.6948
C 0.1096 2.3946 -5.6502
C -1.1015 1.9877 -5.2018
O -0.8893 1.0255 -4.1574
C -0.8473 1.4063 2.1867
C -1.7912 1.8703 3.0471
H -3.2688 2.7013 5.1369
H -1.8516 3.7252 5.9184
H -2.8576 4.2631 4.4675
H 0.3201 3.8268 4.8634
H 1.8084 2.9635 3.2649
H 2.5350 -0.7810 3.0773
H 1.4991 -2.2907 3.2211
H 0.6839 -0.7003 3.4603
H -2.2401 -3.2587 -0.3309
H -1.6427 -4.8104 -1.0006
H -1.0217 -4.1510 0.4525
H -1.5460 -1.9968 -2.6382
H -1.2590 -3.6137 -3.2154
H -0.0634 -2.3798 -3.2489
H 1.4086 -4.4889 -0.6857
H 1.6749 -3.6048 -2.0251
H 0.6989 -4.9140 -2.3751
H 2.1131 2.1918 -4.5882
H 0.1533 3.2502 -6.3751
H -2.1104 2.1699 -5.5546
H -0.9643 0.6509 1.3924
H -2.8481 1.5240 2.9699

Charge: 0
Structure (SMILES): Cc1ccc(S(=O)(=O)c2c(C)nn(C(C)(C)C)c2OC(=O)c2ccco2)cc1
HOMO-LUMO gap in eV: 9.73

---

The structure with the least stability is run A.